Model A:
Formula: C4H4O2
Source: OMol25
Level of theory: ωB97M-V/def2-TZVPD

Calculated values
Frontier orbital gap ... 10.47 eV
Structure (SMILES) ... O=CC#CCO

Atoms and positions in Å:
O -0.00827 1.20137 -1.81031
C -0.11516 1.91096 -0.83365
C 0.31933 1.40244 0.47606
C 0.08323 0.25571 0.83418
C -0.10666 -1.09559 0.29745
O -1.15261 -1.86075 0.82608
H -0.58762 2.89752 -0.90116
H -0.31763 -0.75040 -0.75157
H 0.85389 -1.62226 0.24215
H -0.80232 -2.69135 1.16562

Model B:
Formula: C4H4O2
Source: OMol25
Level of theory: ωB97M-V/def2-TZVPD

Calculated values
Frontier orbital gap ... 10.22 eV
Structure (SMILES) ... C[C@]12O[C@H]1C2=O

Atoms and positions in Å:
C -1.39032 -0.41655 0.45795
C 0.07947 0.00804 0.23921
O 0.47144 1.58297 0.30180
C 1.03122 0.77095 -0.77832
C 1.44463 -0.41148 0.01409
O 2.30737 -1.25672 -0.02091
H -1.55422 -1.46279 0.50008
H -1.89551 0.12189 -0.41435
H -1.63881 -0.07501 1.47780
H 1.14473 1.13871 -1.77735

The least stable of them is model B.

Model A:
Formula: C13H26NO3P2Zr
Source: OMol25
Level of theory: ωB97M-V/def2-TZVPD

Calculated values
Frontier orbital gap ... 6.48 eV
Net charge ... +3

Atoms and positions in Å:
Zr -0.63887 -0.10510 -0.09178
P 0.25515 2.21437 0.71974
C -0.05761 2.67064 -1.07147
C 0.69738 1.79126 -2.04625
N 0.55983 0.44263 -1.88712
C 1.14671 -0.44082 -2.73211
C 1.93691 0.03801 -3.76193
C 2.10668 1.40462 -3.94482
C 1.47052 2.29115 -3.08320
C 0.92987 -1.91699 -2.51600
P -0.52160 -2.35802 -1.44904
H 1.55299 3.37414 -3.18463
H 2.40374 -0.68475 -4.41885
H 2.71970 1.78488 -4.75912
H 0.80222 -2.41254 -3.48878
H 1.82897 -2.36196 -2.05895
H -1.19798 2.50551 -1.18967
H 0.21046 3.73175 -1.17508
H -3.36951 -0.01104 -0.83675
O -2.33606 1.08693 -0.91230
H -2.41871 1.22269 -1.88281
H -2.69138 -1.36234 -0.38697
O -3.60597 -1.02210 -0.82799
H -4.35592 -1.15499 -0.22165
C -1.74137 -2.84457 -2.69447
H -1.37268 -3.71764 -3.24869
H -2.69269 -3.11852 -2.22032
H -1.91101 -2.02972 -3.40948
C 0.00794 -3.93193 -0.72656
H -0.74889 -4.25928 -0.00233
H 0.12288 -4.70386 -1.49992
H 0.96133 -3.80233 -0.19850
C 1.98810 2.66378 0.99220
H 2.09650 3.74833 0.83180
H 2.26244 2.40768 2.02712
H 2.64346 2.11311 0.30127
C -0.67728 3.52701 1.55000
H -0.76805 3.26514 2.61258
H -0.13888 4.48040 1.44369
H -1.67988 3.60236 1.10639
C 0.85615 -0.59235 3.19664
C 0.41936 -0.50495 1.78854
O 1.11836 -1.01216 0.82018
H 0.09032 -0.08701 3.79412
H 1.81164 -0.07959 3.38785
H 0.92606 -1.62705 3.56273

Model B:
Formula: C13H26NO3P2Zr
Source: OMol25
Level of theory: ωB97M-V/def2-TZVPD

Calculated values
Frontier orbital gap ... 6.98 eV
Net charge ... +3

Atoms and positions in Å:
Zr -0.00699 0.57249 -0.12540
P 2.20024 -0.81810 0.30006
C 2.27409 -0.82502 -1.56907
C 1.04422 -1.36378 -2.25883
N -0.13620 -0.81322 -1.86942
C -1.30834 -1.19607 -2.43392
C -1.31464 -2.17661 -3.41140
C -0.12395 -2.74986 -3.82984
C 1.07168 -2.33628 -3.24978
C -2.59505 -0.56324 -1.95593
P -2.40611 1.03932 -1.03143
H 2.03582 -2.75507 -3.53512
H -2.27369 -2.46776 -3.82839
H -0.12042 -3.51238 -4.60391
H -3.24715 -0.36810 -2.82277
H -3.13209 -1.26090 -1.28704
H 2.39771 0.28451 -1.80799
H 3.15952 -1.40494 -1.84341
H 0.86181 2.95462 -1.32615
O 1.38740 1.97273 -1.36979
H 1.57658 1.83514 -2.31599
H -0.61470 3.20679 -0.32362
O -0.23428 3.74246 -1.09773
H -0.17706 4.67961 -0.81366
C -2.80225 2.24950 -2.32408
H -3.84857 2.12361 -2.63540
H -2.66301 3.27042 -1.94320
H -2.15203 2.10611 -3.19756
C -3.85466 1.05137 0.05583
H -3.78909 1.93377 0.70706
H -4.78430 1.09913 -0.52879
H -3.85940 0.15275 0.68770
C 2.19726 -2.55903 0.75198
H 3.12834 -3.03591 0.42254
H 2.11729 -2.61494 1.84483
H 1.33950 -3.07954 0.31227
C 3.86694 -0.24695 0.71449
H 3.87330 0.01344 1.77951
H 4.60364 -1.03971 0.53014
H 4.13392 0.64586 0.13484
C -0.11671 -0.41142 3.35010
C -0.21356 -0.12882 1.90404
O -1.06162 -0.75814 1.13232
H 0.69382 0.22051 3.73493
H 0.14590 -1.45944 3.57418
H -1.03431 -0.15211 3.90331

The least stable of them is model A.

Model A:
Formula: C3H6N3O2
Source: OMol25
Level of theory: ωB97M-V/def2-TZVPD

Calculated values
Frontier orbital gap (alpha / beta) ... 7.89 / 7.88 eV
Structure (SMILES) ... [H]/N=C(\[O-])C[N+](O)=C=[NH2+]
Net charge ... +1

Atoms and positions in Å:
H 0.29759 0.65398 2.74195
N -0.24041 0.21884 2.03544
C -0.84068 -0.93051 1.71906
O -1.37427 -1.63364 2.55422
C -1.10345 -1.20378 0.27039
N -0.23993 -0.26621 -0.51918
O -0.17317 -0.46720 -1.90648
C 0.32750 0.79117 -0.05131
N 1.25354 1.66230 -0.28203
H -0.67947 -2.12730 -0.09072
H -2.11246 -1.17038 -0.00361
H -0.87974 0.04736 -2.38204
H 1.39580 2.45448 0.28208
H 1.34721 2.01017 -1.26409

Model B:
Formula: C3H6N3O2
Source: OMol25
Level of theory: ωB97M-V/def2-TZVPD

Calculated values
Frontier orbital gap (alpha / beta) ... 8.01 / 8.00 eV
Structure (SMILES) ... O=[N+]([O-])C1=C[NH2+]CN1
Net charge ... +1

Atoms and positions in Å:
O 2.75268 -1.20842 0.22806
N 2.31353 -0.11938 0.11153
O 2.85108 0.90803 -0.30637
C 0.85137 -0.00263 0.18039
C -0.10223 -1.32676 0.27054
N -1.41502 -0.67732 -0.03658
C -1.18607 0.82436 -0.06357
N 0.17863 1.15813 -0.08336
H 0.27523 -2.32162 0.12993
H -1.64126 -0.94545 -1.02486
H -2.09363 -1.04133 0.72150
H -1.75271 1.28541 0.84854
H -1.70112 1.38873 -1.03187
H 0.66951 2.07824 0.05613

The least stable of them is model B.

Model A:
Formula: C4H6O2
Source: OMol25
Level of theory: ωB97M-V/def2-TZVPD

Calculated values
Frontier orbital gap ... 10.10 eV
Structure (SMILES) ... O=C1CC[C@@H]1O

Atoms and positions in Å:
O -1.03924 -1.60949 -0.01544
C -0.57778 -0.50391 -0.09048
C -1.28148 0.79284 -0.07476
C 0.08356 1.44892 -0.06253
C 0.74979 0.08802 0.44095
O 1.89978 -0.33659 -0.20656
H -1.76585 0.76871 0.90712
H -2.03830 1.06453 -0.83090
H 0.41838 1.67878 -1.11266
H 0.02917 2.39220 0.50252
H 0.85588 -0.00384 1.41636
H 1.77183 -1.28706 -0.38552

Model B:
Formula: C4H6O2
Source: OMol25
Level of theory: ωB97M-V/def2-TZVPD

Calculated values
Frontier orbital gap ... 10.32 eV

Atoms and positions in Å:
C 0.65536 1.23343 -0.66785
C 0.39261 0.19048 0.36887
C 0.18463 -1.27918 0.02114
O 1.38954 -0.74498 0.63658
C -0.90415 -0.13810 0.90527
O -1.80916 -0.17782 -0.03659
H 1.30190 1.99206 -0.21251
H 1.17744 0.81495 -1.53332
H -0.28882 1.68698 -0.97615
H -0.22540 -2.07836 0.64452
H -0.97085 -0.84605 -0.76483
H -1.13408 -0.38043 1.94328

The least stable of them is model B.

Model A:
Formula: C4H6O2
Source: OMol25
Level of theory: ωB97M-V/def2-TZVPD

Calculated values
Frontier orbital gap ... 10.70 eV
Structure (SMILES) ... O=C[C@@H]1C[C@@H]1O

Atoms and positions in Å:
O 1.18992 -0.24896 2.24298
C 0.97602 0.16486 1.13470
C 0.56608 -0.66336 -0.04029
C 0.09819 0.14116 -1.23225
C -0.90647 -0.38736 -0.26065
O -1.55871 0.37883 0.71479
H 0.99778 1.26002 0.91086
H 0.99951 -1.65598 -0.13537
H 0.14858 -0.30896 -2.22154
H 0.33753 1.20472 -1.22559
H -1.56502 -1.18835 -0.58111
H -1.28342 1.30338 0.69346

Model B:
Formula: C4H6O2
Source: OMol25
Level of theory: ωB97M-V/def2-TZVPD

Calculated values
Frontier orbital gap ... 9.08 eV

Atoms and positions in Å:
C -1.01676 -0.35589 -1.17742
C 0.40874 -0.04503 -0.84375
O 1.42131 -0.27976 -1.40057
C 0.93373 -0.23203 1.42572
C 0.09574 0.80789 1.11226
O -0.95656 1.29828 1.43563
H -1.70472 -0.00033 -0.41073
H -1.11318 -1.43716 -1.31129
H -1.23862 0.12849 -2.13287
H 0.74924 -0.76176 2.35217
H 1.91840 -0.29297 0.98254
H 0.50268 1.17026 -0.03170

Model C:
Formula: C4H6O2
Source: OMol25
Level of theory: ωB97M-V/def2-TZVPD

Calculated values
Frontier orbital gap ... 10.79 eV
Structure (SMILES) ... O=CCCC=O

Atoms and positions in Å:
O -2.30272 0.89467 -1.00758
C -1.74856 0.76604 0.05249
C -0.67889 -0.26712 0.31263
C 0.61614 0.12625 -0.42528
C 1.80608 -0.68602 0.04674
O 2.05164 -0.86086 1.21495
H -2.04971 1.39121 0.92268
H -0.46759 -0.33465 1.37283
H -1.02466 -1.22861 -0.05569
H 0.86399 1.17181 -0.18286
H 0.46266 0.09960 -1.50001
H 2.47161 -1.07232 -0.75091

Model D:
Formula: C4H6O2
Source: OMol25
Level of theory: ωB97M-V/def2-TZVPD

Calculated values
Frontier orbital gap ... 8.95 eV

Atoms and positions in Å:
C 1.20808 -0.01947 -0.51244
C -0.39364 0.59559 0.35095
O -0.32572 1.81095 0.55638
C 0.12296 -0.44659 1.17182
C -1.43477 0.04474 -0.62914
O -1.39138 -0.95257 -1.30736
H 0.90548 -0.82617 -1.17633
H 2.15603 -0.14231 -0.02359
H 1.21471 0.93347 -1.07704
H -0.05460 -1.49925 0.96589
H 0.30029 -0.20820 2.23478
H -2.30744 0.70981 -0.55393

The least stable of them is model D.

Model A:
Formula: C3H7N3S
Source: OMol25
Level of theory: ωB97M-V/def2-TZVPD

Calculated values
Frontier orbital gap ... 9.40 eV

Atoms and positions in Å:
C -1.07432 -0.28298 0.10387
C -0.57528 1.07567 -0.29541
C 0.01154 -0.98121 0.85444
N -2.25849 -0.55159 -0.18509
N 1.84129 -0.64226 -1.14089
N 0.68037 1.27264 0.39250
S 1.62130 -0.23714 0.35950
H -0.28399 1.12674 -1.31041
H -1.15140 1.99781 -0.07559
H 0.06083 -0.70219 1.98012
H -0.21744 -2.13206 0.80840
H -2.66744 -1.47106 0.00353
H 2.73134 -0.48080 -1.55959
H 1.28170 2.00844 0.06462

Model B:
Formula: C3H7N3S
Source: OMol25
Level of theory: ωB97M-V/def2-TZVPD

Calculated values
Frontier orbital gap ... 8.32 eV
Structure (SMILES) ... CN(N)/C=N\C=S

Atoms and positions in Å:
C -1.79612 -0.23892 -0.68824
N -0.45605 -0.10083 -0.07710
N 0.00089 -0.89082 0.92215
C 0.26519 1.04732 -0.35568
N 1.38204 1.50777 0.07539
C 2.32378 0.56640 0.36499
S 2.61077 -0.75378 -0.63500
H -2.03519 -1.29081 -1.30065
H -2.56008 -0.40048 0.04270
H -2.18961 0.63282 -1.16882
H 0.68686 -1.57923 0.55303
H -0.83664 -1.11545 1.77425
H -0.30199 1.97027 -0.73888
H 2.90612 0.64574 1.23183

The least stable of them is model B.